The following is a DFT calculation (the ωB97M-V functional and the def2-TZVPD basis) of a single C6H9ClFN molecule in a non-equilibrium geometry.

Each line ends with the Löwdin charge.
CARTESIAN COORDINATES (ANGSTROEM)
Cl1 -0.52 0.91 3.05  0.726
F1 -0.85 -1.04 -0.34  0.029
N1 0.74 2.00 0.18  0.132
C1 -1.13 -0.05 1.84  -0.735
C2 0.70 0.77 -0.09  -0.292
C3 1.36 -0.10 -2.41  -0.077
C4 -2.52 -0.81 2.11  -0.072
C5 -0.53 -0.16 0.64  -0.225
C6 1.60 -0.11 -0.87  -0.203
H1 0.41 -0.56 -2.71  0.069
H2 -3.33 -0.07 2.52  0.105
H3 2.24 -0.70 -2.84  0.099
H4 -2.36 -1.71 2.57  0.022
H5 1.58 -1.11 -0.59  0.089
H6 2.52 0.31 -0.78  0.078
H7 1.55 0.85 -2.86  0.051
H8 -2.86 -1.01 1.00  0.100
H9 1.43 2.58 -0.41  0.103

Output
SMILES: [H]/N=C(CC)/C(F)=C(/C)Cl
Frontier orbital gap, eV: 9.768
HOMO, eV: -8.98
LUMO level, eV: 0.79
Calculated total energy, eV: -23095.339
Net charge: 0